Below is a molecular structure, C9H11Cl2CoNO4Ti at a distorted geometry, with properties calculated with the ωB97M-V functional and the def2-TZVPD basis.

```
29
Properties=species:S:1:pos:R:3:mulliken_spin:R:1
Co 0.2322 -0.9597 -3.5864 2.829
Ti -0.9914 0.6494 -0.0654 0.940
Cl -0.2117 -1.2550 -1.4250 0.078
Cl -2.0502 2.4461 -0.7200 -0.049
C 0.7770 1.2436 0.2811 0.010
C 0.4889 -2.4585 -4.4327 0.021
C 0.1830 0.5707 -4.4170 -0.012
O 1.9115 1.5612 0.3507 0.103
O 0.4805 -3.5368 -4.8651 0.039
O -0.1609 1.6711 -4.6223 0.045
O -1.3881 -0.2831 1.5042 0.039
C -1.0731 -0.8120 2.6356 -0.015
C 0.3473 -1.0343 3.0267 0.053
C 0.7833 0.0503 4.0106 0.088
C 0.3246 -0.2808 5.4377 0.035
C -1.1852 -0.3389 5.6457 0.160
C -1.9061 -1.4444 4.8719 0.156
N -2.0794 -1.0903 3.4526 0.282
H 0.4380 -2.0318 3.4914 -0.004
H 0.9624 -1.0318 2.1171 0.007
H 1.8813 0.1308 4.0038 0.006
H 0.4096 1.0380 3.6949 -0.004
H 0.7668 -1.2466 5.7313 -0.001
H 0.7295 0.4819 6.1148 0.129
H -1.3807 -0.5226 6.7113 0.058
H -1.6400 0.6347 5.4083 -0.010
H -1.3544 -2.3934 4.9436 0.043
H -2.9068 -1.6058 5.2912 -0.011
H -3.0198 -1.0245 3.0590 -0.014
```

Properties
Frontier orbital gap (spin up / spin down): 8.00 / 5.77 eV
LUMO (spin up / spin down): -15.651 / -18.856 eV
HOMO energy (spin up / spin down): -23.65 / -24.62 eV
E_tot: -104929.63793 eV
Spin multiplicity: 6
Charge: +4